Computed, not measured: a cluster of 5 separate species, C17H23BCl12N3O3 in total at a distorted geometry, with wB97M-V/def2-TZVPD.

Geometry as ORCA input:
```
! RIJCOSX wB97M-V def2-TZVPD def2/J DEFGRID3
* xyz 1 1
C -1.167 -2.651 -6.486
C -1.492 -1.514 -6.276
C -1.961 -0.246 -5.710
C -0.846 0.787 -5.509
C 0.428 0.216 -4.834
C 0.569 0.614 -3.392
N 0.676 1.937 -3.135
C 0.842 2.434 -1.903
C 0.924 1.585 -0.833
C 0.804 0.220 -1.040
C 0.845 -0.750 0.139
O -0.134 -1.428 0.295
O 1.910 -0.863 0.971
C 1.786 0.053 2.098
C 0.824 -0.450 3.163
N 1.410 -0.329 4.506
C 0.630 -0.274 -2.335
B 0.530 -1.855 -2.540
N 1.776 -2.606 -2.703
O -0.696 -2.441 -2.550
H -1.037 -3.688 -6.686
H -2.651 0.176 -6.449
H -2.568 -0.402 -4.819
H -1.250 1.558 -4.844
H -0.572 1.313 -6.421
H 1.289 0.680 -5.330
H 0.549 -0.857 -4.967
H 0.635 2.583 -3.914
H 0.935 3.504 -1.790
H 1.098 2.018 0.131
H 2.769 0.150 2.555
H 1.501 1.044 1.739
H 0.555 -1.493 3.015
H -0.111 0.113 3.075
H 1.023 -1.060 5.087
H 1.068 0.536 4.906
H 1.695 -3.534 -2.293
H 1.971 -2.766 -3.688
H -0.675 -3.329 -2.174
C -2.105 1.901 7.397
Cl -0.681 1.860 6.351
Cl -3.541 2.320 6.467
Cl -2.349 0.368 8.239
H -1.939 2.663 8.147
C -2.110 3.186 1.748
Cl -3.613 3.790 1.058
Cl -2.421 2.493 3.338
Cl -1.342 2.032 0.620
H -1.430 4.020 1.860
C -4.017 -2.707 5.462
Cl -4.801 -1.735 6.694
Cl -3.724 -1.750 4.011
Cl -2.512 -3.407 6.073
H -4.680 -3.522 5.203
C 5.521 -0.056 -0.564
Cl 5.847 0.097 1.159
Cl 5.897 -1.676 -1.137
Cl 3.829 0.345 -0.909
H 6.150 0.647 -1.094
*
```

Computed properties:
* energy: -179553.4208 eV
* E_HOMO: -0.4298 hartree
* frontier orbital gap: 7.619 eV

Partial charges, Löwdin, in e: 0.13, -0.14, -0.19, -0.16, -0.09, -0.14, 0.16, -0.02, -0.16, -0.11, -0.45, 0.19, -0.04, -0.14, -0.24, 0.01, 0.04, -0.58, 0.18, 0.19, 0.04, 0.12, 0.13, 0.11, 0.12, 0.14, 0.11, 0.18, 0.15, 0.07, 0.12, 0.10, 0.12, 0.09, 0.07, 0.00, 0.08, 0.09, 0.12, -1.52, 0.53, 0.52, 0.53, 0.02, -1.49, 0.55, 0.53, 0.66, 0.02, -1.56, 0.52, 0.51, 0.52, 0.01, -1.51, 0.56, 0.55, 0.64, 0.01

Computed, not measured: a structure of composition C17H23BCl2MnN2O2SSe, with wB97M-V/def2-TZVPD.

Geometry as ORCA input:
```
! RIJCOSX wB97M-V def2-TZVPD def2/J DEFGRID3
* xyz 2 4
Mn -0.824 1.200 0.545
Cl 1.369 1.052 0.919
C 2.031 2.642 0.398
C 3.387 2.829 0.541
C 3.886 4.063 0.145
C 3.034 5.031 -0.364
C 1.676 4.782 -0.487
Cl 0.646 6.008 -1.124
C 1.128 3.556 -0.099
S -0.602 3.220 -0.241
H 4.026 2.057 0.945
H 4.943 4.267 0.239
H 3.417 5.994 -0.670
C -3.227 0.510 -0.195
C -3.001 -0.451 0.964
C -3.259 0.234 2.289
O -1.524 -0.732 0.900
B -1.364 -2.070 0.572
O -2.511 -2.741 0.439
C -3.652 -1.878 0.803
C -4.216 -2.446 2.091
C -4.662 -1.972 -0.322
H -2.799 1.522 -0.003
H -4.282 0.747 -0.331
H -2.842 0.128 -1.140
H -2.692 1.171 2.368
H -2.995 -0.386 3.141
H -4.310 0.517 2.371
H -3.466 -2.494 2.880
H -4.575 -3.456 1.900
H -5.059 -1.855 2.449
H -4.246 -1.666 -1.280
H -5.539 -1.359 -0.108
H -4.999 -3.003 -0.408
C -0.637 -4.436 -2.414
N -0.559 -5.130 -1.126
C -0.896 -6.446 -0.921
C -0.708 -6.706 0.395
N -0.261 -5.545 0.977
C 0.056 -5.387 2.401
C -0.183 -4.594 0.040
Se 0.436 -2.825 0.307
H -0.791 -5.183 -3.186
H 0.293 -3.908 -2.603
H -1.476 -3.743 -2.400
H -1.228 -7.080 -1.724
H -0.843 -7.610 0.962
H 0.022 -6.371 2.858
H -0.682 -4.739 2.867
H 1.053 -4.971 2.512
*
```

Computed properties:
* ⟨S²⟩: 3.8145
* energy: -158288.8315 eV
* E_HOMO (alpha / beta): -0.4873 / -0.4950 hartree
* energy relative to the best compared isomer or geometry (same formula, charge and spin): 0.0 kJ/mol
* frontier orbital gap (alpha / beta): 6.750 / 7.364 eV

Partial charges, Löwdin, in e: 0.35, 0.79, -0.55, -0.09, -0.04, -0.07, -0.67, 0.73, -0.66, 0.68, 0.12, 0.12, 0.12, 0.00, -0.40, 0.02, -0.07, -0.92, 0.12, -0.41, 0.01, 0.01, 0.06, 0.13, 0.12, 0.10, 0.11, 0.13, 0.10, 0.11, 0.11, 0.10, 0.11, 0.11, 0.03, -0.09, 0.02, 0.02, -0.09, 0.03, -0.53, 1.23, 0.11, 0.10, 0.10, 0.15, 0.15, 0.11, 0.10, 0.10

Repeat the first record exactly.
Computed, not measured: a cluster of 5 separate species, C17H23BCl12N3O3 in total at a distorted geometry, with wB97M-V/def2-TZVPD.

Geometry as ORCA input:
```
! RIJCOSX wB97M-V def2-TZVPD def2/J DEFGRID3
* xyz 1 1
C -1.167 -2.651 -6.486
C -1.492 -1.514 -6.276
C -1.961 -0.246 -5.710
C -0.846 0.787 -5.509
C 0.428 0.216 -4.834
C 0.569 0.614 -3.392
N 0.676 1.937 -3.135
C 0.842 2.434 -1.903
C 0.924 1.585 -0.833
C 0.804 0.220 -1.040
C 0.845 -0.750 0.139
O -0.134 -1.428 0.295
O 1.910 -0.863 0.971
C 1.786 0.053 2.098
C 0.824 -0.450 3.163
N 1.410 -0.329 4.506
C 0.630 -0.274 -2.335
B 0.530 -1.855 -2.540
N 1.776 -2.606 -2.703
O -0.696 -2.441 -2.550
H -1.037 -3.688 -6.686
H -2.651 0.176 -6.449
H -2.568 -0.402 -4.819
H -1.250 1.558 -4.844
H -0.572 1.313 -6.421
H 1.289 0.680 -5.330
H 0.549 -0.857 -4.967
H 0.635 2.583 -3.914
H 0.935 3.504 -1.790
H 1.098 2.018 0.131
H 2.769 0.150 2.555
H 1.501 1.044 1.739
H 0.555 -1.493 3.015
H -0.111 0.113 3.075
H 1.023 -1.060 5.087
H 1.068 0.536 4.906
H 1.695 -3.534 -2.293
H 1.971 -2.766 -3.688
H -0.675 -3.329 -2.174
C -2.105 1.901 7.397
Cl -0.681 1.860 6.351
Cl -3.541 2.320 6.467
Cl -2.349 0.368 8.239
H -1.939 2.663 8.147
C -2.110 3.186 1.748
Cl -3.613 3.790 1.058
Cl -2.421 2.493 3.338
Cl -1.342 2.032 0.620
H -1.430 4.020 1.860
C -4.017 -2.707 5.462
Cl -4.801 -1.735 6.694
Cl -3.724 -1.750 4.011
Cl -2.512 -3.407 6.073
H -4.680 -3.522 5.203
C 5.521 -0.056 -0.564
Cl 5.847 0.097 1.159
Cl 5.897 -1.676 -1.137
Cl 3.829 0.345 -0.909
H 6.150 0.647 -1.094
*
```

Computed properties:
* energy: -179553.4208 eV
* E_HOMO: -0.4298 hartree
* frontier orbital gap: 7.619 eV

Partial charges, Löwdin, in e: 0.13, -0.14, -0.19, -0.16, -0.09, -0.14, 0.16, -0.02, -0.16, -0.11, -0.45, 0.19, -0.04, -0.14, -0.24, 0.01, 0.04, -0.58, 0.18, 0.19, 0.04, 0.12, 0.13, 0.11, 0.12, 0.14, 0.11, 0.18, 0.15, 0.07, 0.12, 0.10, 0.12, 0.09, 0.07, 0.00, 0.08, 0.09, 0.12, -1.52, 0.53, 0.52, 0.53, 0.02, -1.49, 0.55, 0.53, 0.66, 0.02, -1.56, 0.52, 0.51, 0.52, 0.01, -1.51, 0.56, 0.55, 0.64, 0.01